[1]
A structure of composition C15H25AsBF4N2OPtS3Sb at a distorted geometry, computed with ωB97M-V/def2-TZVPD.

Atoms and positions in Å:
Pt 1.674 -2.173 1.505
S -0.390 -5.004 5.186
Sb -0.178 -3.000 4.032
S 2.237 -2.700 3.642
S -0.608 -3.575 1.730
F 3.088 0.264 0.297
B 4.377 -0.318 0.386
F 4.975 -0.219 -0.852
F 4.161 -1.665 0.707
F 5.112 0.323 1.338
C 2.532 -1.788 -2.251
As 1.239 -1.681 -0.795
C -0.129 -2.799 -1.648
C 0.464 0.144 -1.020
C -0.393 0.314 -2.211
C 0.117 0.836 -3.398
C -0.698 0.980 -4.506
C -2.028 0.599 -4.449
C -2.547 0.082 -3.273
C -1.738 -0.049 -2.161
H 2.036 -1.564 -3.199
H 2.940 -2.800 -2.290
H 3.358 -1.103 -2.091
H -0.360 -2.426 -2.646
H -1.037 -2.836 -1.053
H 0.243 -3.820 -1.726
H 1.321 0.815 -1.032
H -0.100 0.313 -0.102
H 1.157 1.134 -3.438
H -0.301 1.400 -5.420
H -2.660 0.706 -5.320
H -3.585 -0.217 -3.228
H -2.134 -0.446 -1.234
C 1.496 1.661 2.620
N 0.093 1.753 2.283
C -0.478 3.066 2.104
C -1.605 3.005 1.084
C -2.600 1.965 1.582
N -1.935 0.703 1.802
C -2.744 -0.493 1.748
C -0.638 0.613 2.225
O -0.147 -0.482 2.508
H 2.077 2.272 1.930
H 1.819 0.623 2.509
H 1.673 1.985 3.649
H 0.316 3.742 1.776
H -0.868 3.445 3.060
H -1.199 2.714 0.112
H -2.091 3.977 0.987
H -3.397 1.813 0.846
H -3.066 2.322 2.514
H -3.383 -0.457 0.865
H -3.382 -0.590 2.633
H -2.086 -1.361 1.685

Summary:
Multiplicity = 2
Charge = -1
F_max = 0.0460 hartree/bohr
HOMO energy (spin up / spin down) = -4.7963 / -4.7620 eV
Orbital gap (spin up / spin down) = 6.55 / 5.44 eV
LUMO energy (spin up / spin down) = 0.0643 / 0.0250 Ha
Expectation value of S² = 0.764

=====

[2]
A structure of composition C15H25B2F3O8SSi2 at a distorted geometry, computed with ωB97M-V/def2-TZVPD.

Atoms and positions in Å:
C -3.289 2.910 -1.941
C -3.532 3.741 -0.574
S -2.503 3.111 0.858
C -2.526 1.222 0.844
Si -0.998 0.462 1.715
O -0.299 1.705 2.707
C 1.107 1.813 2.562
O 1.941 0.885 2.653
C 1.686 3.294 2.311
C 2.802 3.950 3.167
C 3.213 5.418 2.811
C 2.560 6.228 1.640
C 1.473 5.540 0.780
C 1.068 4.091 1.137
O 0.103 -0.355 0.672
Si 0.334 0.451 -0.851
B -0.080 -0.725 -2.369
C -0.482 -0.166 -3.864
O -0.030 -2.182 -2.237
B 2.279 0.790 -0.986
O 2.856 1.885 -1.721
O 3.131 -0.157 -0.290
H -3.020 3.600 -2.828
H -4.232 2.311 -2.173
H -2.392 2.213 -1.810
H -4.653 3.709 -0.353
H -3.269 4.837 -0.803
H -3.442 0.944 1.499
H -2.746 0.792 -0.192
H -1.521 -0.565 2.644
H 3.299 3.384 4.018
H 4.012 5.993 3.408
H 2.846 7.299 1.367
H 0.924 6.050 -0.096
H 0.269 3.585 0.496
H -0.393 1.717 -0.956
H 0.061 0.821 -4.081
H -1.614 -0.104 -4.013
H -0.081 -0.938 -4.627
H 0.719 -2.489 -2.810
H 3.702 1.513 -2.087
H 3.673 0.339 0.375
C 1.114 -4.758 0.562
C -0.225 -4.982 -0.112
O -0.412 -6.376 -0.411
C -0.875 -7.141 0.599
O -1.127 -6.729 1.701
C -1.073 -8.580 0.128
F -0.041 -9.028 -0.618
F -2.181 -8.710 -0.634
F -1.208 -9.447 1.149
H 1.924 -5.169 -0.046
H 1.294 -3.692 0.718
H 1.156 -5.262 1.531
H -0.248 -4.450 -1.065
H -1.050 -4.597 0.492

Summary:
F_max = 0.0844 hartree/bohr
HOMO energy = -8.8115 eV
Orbital gap = 8.44 eV
LUMO energy = -0.0138 Ha

=====

[3]
A structure of composition C15H25Br2N5NaO2P at a distorted geometry, computed with ωB97M-V/def2-TZVPD.

Atoms and positions in Å:
Na -0.087 0.051 0.016
Br 0.711 2.564 0.063
C -1.098 3.267 0.127
Br -2.188 1.673 0.099
H -1.307 3.873 -0.745
H -1.253 3.814 1.049
C -1.543 0.833 3.892
C -0.973 -0.194 2.934
O -0.048 0.076 2.188
N -1.562 -1.419 2.966
C -1.309 -2.452 1.950
C -2.175 -2.344 0.714
C -3.155 -3.285 0.445
C -3.942 -3.153 -0.692
C -3.703 -2.071 -1.520
C -2.694 -1.177 -1.176
N -1.948 -1.295 -0.081
H -0.738 1.482 4.229
H -2.022 0.378 4.759
H -2.279 1.436 3.357
H -2.446 -1.471 3.448
H -1.468 -3.423 2.418
H -0.274 -2.351 1.565
H -3.299 -4.115 1.126
H -4.718 -3.872 -0.920
H -4.282 -1.913 -2.421
H -2.492 -0.324 -1.817
C 5.348 -1.892 0.242
N 3.965 -2.469 -0.046
C 3.754 -2.514 -1.554
N 3.968 -1.250 -2.169
C 5.267 -0.712 -1.803
N 5.471 -0.589 -0.363
C 4.524 0.405 0.218
P 2.678 -0.024 -0.026
C 2.860 -1.678 0.621
C 2.878 -0.325 -1.846
H 6.106 -2.572 -0.165
H 5.459 -1.838 1.326
H 3.903 -3.430 0.290
H 2.728 -2.857 -1.708
H 4.469 -3.248 -1.943
H 5.380 0.276 -2.256
H 6.045 -1.368 -2.210
H 4.764 1.375 -0.235
H 4.725 0.495 1.288
H 1.530 -2.039 0.284
H 3.066 -1.663 1.696
H 3.070 0.626 -2.353
H 1.938 -0.747 -2.208
O 0.633 -1.816 -0.172

Summary:
F_max = 0.0482 hartree/bohr
HOMO energy = -4.9878 eV
Orbital gap = 5.16 eV
LUMO energy = 0.0063 Ha

=====

Question: Among the records above, which one has the lowest F_max?
Answer: C15H25AsBF4N2OPtS3Sb

=====

Question: The lowest F_max belongs to which entry?
Answer: C15H25AsBF4N2OPtS3Sb